# C24H31MnN5O4S

A structure of composition C24H31MnN5O4S (ωB97M-V/def2-TZVPD, the Open Molecules 2025 dataset).

⟨S²⟩	8.75
DFT total energy	-3057.1702	Ha
Kohn-Sham gap (spin up / spin down)	8.601 / 8.680	eV
HOMO (spin up / spin down)	-8.175 / -8.262	eV
M	540.55	g/mol

Structure (ORCA input):
```
! RIJCOSX wB97M-V def2-TZVPD def2/J DEFGRID3
* xyz 0 6
Mn 0.43057 1.24350 -0.34136
C -3.28914 0.61180 -0.78587
C -2.00884 0.20436 -1.47874
C -1.39411 -1.00178 -1.10969
C -1.96657 -1.85897 -0.01386
C -0.25080 -1.44717 -1.78486
C 0.35483 -2.77332 -1.41458
C 0.33764 -0.64676 -2.76909
C 1.62257 -1.08618 -3.42400
C -0.28126 0.55150 -3.15964
C 0.29776 1.32165 -4.32790
C -1.46358 0.97232 -2.52487
C -2.20425 2.18498 -3.04293
H -3.06155 0.95576 0.22688
H -3.97426 -0.23159 -0.71268
H -3.81487 1.40541 -1.30556
H -2.53878 -2.69279 -0.43025
H -2.61909 -1.29390 0.64304
H -1.16302 -2.26566 0.59866
H 1.00674 -2.65321 -0.54355
H 0.93999 -3.19198 -2.22916
H -0.41762 -3.49515 -1.15708
H 1.42079 -1.75263 -4.26739
H 2.25076 -1.61304 -2.71100
H 2.19277 -0.23605 -3.79131
H 1.10433 1.98989 -4.01169
H -0.45665 1.91447 -4.83583
H 0.70692 0.63482 -5.06523
H -2.94897 1.87101 -3.77892
H -1.54197 2.89830 -3.52481
H -2.72767 2.71519 -2.25258
N -2.08145 -4.17051 5.34876
C -1.58557 -3.06088 4.68749
C -2.45323 -2.09279 4.17346
C -1.95979 -1.00775 3.47199
C -0.59752 -0.88272 3.27523
C 0.28253 -1.83225 3.78262
C -0.20800 -2.91468 4.48171
S 0.15391 0.42658 2.35246
O -0.90086 1.16704 1.63167
O 0.98212 1.19749 3.22807
N 0.90952 -0.32841 1.15288
C 2.25428 -0.20967 0.94227
N 3.14904 -0.35366 1.92287
C 4.41926 -0.15281 1.60260
C 4.83528 0.14410 0.31414
C 3.84178 0.21375 -0.64355
N 2.55941 0.03459 -0.35419
H -3.01736 -4.09262 5.70638
H -1.44499 -4.65388 5.95768
H -3.52045 -2.20216 4.32734
H -2.62985 -0.24903 3.08703
H 1.34660 -1.70298 3.61307
H 0.47014 -3.66274 4.87561
H 5.12774 -0.24372 2.41947
H 5.87183 0.31267 0.06558
H 4.07124 0.42051 -1.68344
N -0.32795 3.50020 -1.10404
C 0.40446 4.48095 -0.28612
C 1.82674 3.94846 0.00599
O 2.71568 4.73919 0.26317
O 1.90320 2.67073 -0.04683
H -0.00301 3.56521 -2.06135
H -1.31845 3.70874 -1.10365
H -0.09946 4.58668 0.67534
H 0.48052 5.46157 -0.75589
*
```

In elementary charge units, the Mulliken charges are: 1.225, -2.399, 0.731, 1.978, -2.819, 0.423, -2.243, 1.776, -2.897, 1.198, -2.532, 1.333, -2.627, 0.311, 0.438, 0.500, 0.469, 0.493, 0.569, 0.202, 0.515, 0.461, 0.403, 0.610, 0.511, 0.347, 0.470, 0.536, 0.335, 0.602, 0.574, -0.550, 1.007, -0.748, -0.272, -0.275, -0.724, -0.743, 1.453, -0.766, -0.679, 0.147, 0.079, -0.525, -0.499, -0.786, -0.141, 0.229, 0.222, 0.226, 0.296, 0.487, 0.429, 0.309, 0.448, 0.400, 0.438, -0.373, -0.645, 0.410, -0.717, -0.657, 0.193, 0.130, 0.341, 0.361

***

# C24H31N3O3

The molecule C24H31N3O3 (ωB97M-V/def2-TZVPD, the Open Molecules 2025 dataset).

structure (SMILES)	COCCN(C)C(=O)C[C@H]1C(=O)NCCN1CC(c1ccccc1)c1ccccc1
DFT total energy	-1323.1280	Ha
Kohn-Sham gap	9.038	eV
HOMO	-8.339	eV
M	409.53	g/mol

Structure (ORCA input):
```
! RIJCOSX wB97M-V def2-TZVPD def2/J DEFGRID3
* xyz 0 1
C -7.54543 -0.02876 0.80619
O -6.95782 1.07307 0.15609
C -5.78464 0.77152 -0.55662
C -4.58185 0.44141 0.34571
N -3.35096 0.40904 -0.41690
C -2.85641 -0.79479 -0.77086
O -3.46328 -1.83249 -0.54708
C -1.50286 -0.83020 -1.45787
H -1.41174 -1.80560 -1.93639
H -1.43128 -0.07009 -2.23365
C -0.32352 -0.67494 -0.44986
N 0.71611 -1.63495 -0.78431
C 0.74251 -2.86183 -0.01040
C -0.63374 -3.17286 0.56925
N -1.00928 -2.05936 1.40491
C -0.86356 -0.79827 0.97684
O -1.13460 0.17036 1.66265
H -1.45365 -2.21350 2.29668
H -0.58745 -4.07802 1.17606
H -1.37426 -3.31944 -0.22336
H 1.06489 -3.67520 -0.67037
H 1.45853 -2.80310 0.82692
C 2.02120 -1.08114 -1.05642
H 2.66347 -1.91974 -1.33802
H 1.92218 -0.42092 -1.92219
C 2.67688 -0.31112 0.11968
C 4.18473 -0.40571 0.11903
C 4.92824 -0.46634 -1.05293
C 6.31104 -0.51235 -1.00874
C 6.97309 -0.49427 0.20580
C 6.24214 -0.42967 1.37960
C 4.86114 -0.38513 1.33359
H 4.29681 -0.33052 2.25411
H 6.74896 -0.41409 2.33347
H 8.05194 -0.52983 0.23779
H 6.87349 -0.56152 -1.92997
H 4.43336 -0.48384 -2.01223
C 2.29482 1.15308 0.13086
C 2.62316 1.98204 -0.93629
C 2.26412 3.31740 -0.92799
C 1.57462 3.84691 0.14979
C 1.25938 3.03438 1.22470
C 1.62350 1.69979 1.21797
H 1.35893 1.07539 2.05835
H 0.72427 3.43601 2.07196
H 1.28973 4.88868 0.15283
H 2.52523 3.94743 -1.76613
H 3.17031 1.58431 -1.77833
H 2.31350 -0.75633 1.05317
H 0.08230 0.33529 -0.54161
C -2.65850 1.66793 -0.57492
H -2.17767 1.73593 -1.54921
H -3.38365 2.47520 -0.49694
H -1.90544 1.79092 0.20822
H -4.71474 -0.54670 0.79190
H -4.49722 1.18842 1.13857
H -5.57027 1.67032 -1.14210
H -5.95339 -0.06835 -1.24659
H -7.67910 -0.86900 0.11526
H -6.95014 -0.36452 1.66144
H -8.51812 0.30964 1.15889
*
```

In elementary charge units, the Mulliken charges are: -0.670, -0.380, -0.372, -1.068, 0.376, 0.719, -0.682, -2.062, 0.537, 0.424, 1.416, 0.435, -0.487, -0.893, 0.087, -0.552, -0.663, 0.347, 0.587, 0.181, 0.422, 0.246, -1.780, 0.504, 0.306, 1.286, -0.541, 0.045, -0.937, -0.401, -0.839, -0.113, 0.410, 0.398, 0.384, 0.391, 0.380, -0.009, -0.100, -0.945, -0.480, -0.804, 0.297, 0.314, 0.411, 0.408, 0.409, 0.323, 0.418, 0.011, -1.138, 0.333, 0.468, 0.317, 0.523, 0.353, 0.307, 0.324, 0.307, 0.267, 0.246